Record 1
Molecular formula: C40H62N8O14
Method: DFT, wB97M-V/def2-TZVPD

Summary:
- Kohn-Sham gap (eV) = 4.5474
- energy above the lowest of the compared OMol25 structures with the same formula, charge and spin (kcal/mol) = 11.6

```
124
C40H62N8O14 wB97M-V/def2-TZVPD
C -21.697 -6.974 -41.330
C -20.768 -5.696 -41.387
C -21.411 -4.595 -42.224
C -22.483 -3.709 -41.482
C -21.858 -3.171 -40.203
C -21.107 -4.127 -39.164
N -20.364 -5.141 -39.994
O -19.332 -5.678 -39.553
C -21.978 -4.996 -38.219
C -20.090 -3.377 -38.233
C -19.475 -6.033 -42.217
H -21.425 -7.436 -42.213
H -22.705 -6.633 -41.038
H -21.249 -7.733 -40.495
H -21.775 -4.992 -43.089
H -20.696 -3.918 -42.624
H -23.286 -4.449 -41.234
H -22.874 -2.854 -42.009
H -22.697 -2.576 -39.759
H -21.123 -2.428 -40.555
H -21.279 -5.520 -37.564
H -22.719 -5.493 -38.561
H -22.457 -4.128 -37.478
H -19.333 -3.053 -38.912
H -19.710 -3.982 -37.466
H -20.660 -2.596 -37.918
H -18.932 -6.778 -41.852
H -18.734 -5.196 -42.172
H -19.607 -6.099 -43.383
C -19.172 0.897 -39.899
O -19.244 -0.344 -40.246
O -19.638 1.070 -38.723
O -18.564 1.770 -40.530
H -20.128 0.419 -38.502
C -20.791 1.405 -44.043
C -19.711 0.234 -43.705
C -19.794 -1.145 -44.325
C -21.139 -1.486 -45.126
C -22.191 -0.347 -45.347
C -21.916 1.112 -44.805
N -21.425 -2.799 -45.738
O -22.554 -2.803 -46.215
O -20.706 -3.761 -45.514
H -20.522 2.464 -43.555
H -18.826 0.514 -43.041
H -19.245 -1.950 -43.996
H -23.142 -0.208 -45.790
H -22.503 1.819 -45.237
C -20.090 5.658 -44.236
C -19.479 5.323 -42.950
C -18.302 4.348 -42.933
C -17.795 3.686 -44.268
C -18.641 3.959 -45.467
C -19.684 5.096 -45.486
N -16.672 2.626 -44.263
O -16.884 1.647 -45.016
O -15.892 2.632 -43.331
H -20.972 6.391 -44.347
H -19.776 6.140 -42.087
H -17.912 4.013 -42.114
H -18.381 3.575 -46.314
H -20.160 5.276 -46.297
C -15.015 4.358 -38.750
C -14.436 4.238 -37.244
C -15.385 4.010 -36.094
C -16.824 3.691 -36.469
C -17.295 3.585 -37.885
C -16.284 4.171 -39.066
N -17.726 3.234 -35.455
O -18.998 3.422 -35.581
O -17.342 2.596 -34.459
H -14.437 4.783 -39.418
H -13.494 4.578 -37.188
H -15.316 3.954 -35.004
H -18.356 3.345 -38.050
H -16.599 4.152 -40.025
C -22.783 4.176 -41.720
O -23.958 4.357 -42.130
N -22.432 4.466 -40.412
C -21.072 4.103 -39.941
C -23.431 5.099 -39.541
H -22.142 3.771 -42.502
H -20.672 4.969 -39.479
H -20.319 3.846 -40.743
H -21.150 3.252 -39.290
H -22.857 5.959 -39.009
H -23.870 4.600 -38.752
H -24.208 5.778 -40.170
C -24.614 0.342 -39.450
O -25.754 -0.004 -39.245
N -23.865 0.189 -40.620
C -22.476 0.651 -40.573
C -24.498 -0.337 -41.752
H -24.189 1.148 -38.812
H -22.261 1.493 -41.137
H -21.797 0.000 -41.104
H -22.091 0.668 -39.527
H -25.128 0.444 -42.112
H -24.825 -1.310 -41.583
H -23.825 -0.485 -42.436
C -17.815 -2.433 -34.922
O -17.276 -3.158 -34.112
N -17.074 -1.682 -35.834
C -17.752 -0.818 -36.688
C -15.647 -1.663 -35.899
H -18.871 -2.400 -35.093
H -18.819 -0.900 -36.967
H -17.374 -0.880 -37.661
H -17.727 0.163 -36.197
H -15.398 -2.235 -36.947
H -15.345 -2.226 -35.024
H -15.196 -0.613 -36.048
C -16.149 -2.299 -39.746
O -15.877 -3.476 -39.542
N -15.201 -1.320 -40.079
C -15.562 0.037 -40.307
C -13.745 -1.579 -40.142
H -17.195 -1.864 -39.821
H -14.753 0.619 -40.813
H -15.737 0.522 -39.457
H -16.491 0.173 -40.832
H -13.330 -1.204 -39.235
H -13.350 -1.210 -41.093
H -13.312 -2.660 -39.832
```

Record 2
Molecular formula: C40H62NO27S2
Method: DFT, wB97M-V/def2-TZVPD

Summary:
- Kohn-Sham gap (eV) = 1.4060
- net charge = -1

```
132
C40H62NO27S2 wB97M-V/def2-TZVPD
C 9.160 2.398 -1.240
C 8.030 1.358 -1.518
C 6.931 1.437 -0.463
C 6.107 2.753 -0.541
C 5.173 2.648 -1.739
N 4.260 3.821 -1.978
C 3.953 4.568 -0.767
C 2.900 5.652 -0.967
C 2.660 6.345 0.395
C 1.172 6.205 0.748
C 3.087 3.250 -2.536
S 2.786 3.442 -4.117
S 1.997 2.301 -1.455
C 0.317 2.937 -1.631
C -0.504 2.179 -0.568
C -0.356 0.659 -0.756
H 10.059 1.800 -1.017
H 8.950 2.906 -0.284
H 8.443 0.343 -1.454
H 7.621 1.449 -2.530
H 7.347 1.384 0.541
H 6.189 0.625 -0.574
H 6.826 3.557 -0.679
H 5.580 2.826 0.408
H 4.646 1.689 -1.667
H 5.809 2.570 -2.617
H 3.565 3.935 0.040
H 4.824 5.085 -0.378
H 3.216 6.376 -1.716
H 1.943 5.243 -1.281
H 2.863 7.411 0.327
H 3.223 5.845 1.180
H 0.792 5.244 0.412
H 0.981 6.276 1.821
H 0.578 6.985 0.274
H 0.219 4.000 -1.434
H -0.135 2.730 -2.601
H -0.053 2.407 0.399
H -1.541 2.498 -0.594
H -0.439 0.423 -1.811
H 0.616 0.322 -0.401
H -1.087 0.117 -0.162
C -2.520 0.004 -4.557
C -3.623 -1.000 -4.783
O -3.534 -1.829 -3.625
C -2.945 -1.098 -2.644
O -2.880 -1.444 -1.508
O -2.451 0.069 -3.130
H -2.749 0.983 -4.971
H -1.556 -0.328 -4.946
H -4.607 -0.534 -4.809
H -3.481 -1.586 -5.689
C -2.053 5.248 3.859
C -3.449 5.736 3.537
O -3.328 6.081 2.143
C -2.298 5.349 1.638
O -2.040 5.249 0.482
O -1.597 4.745 2.615
H -2.026 4.465 4.610
H -1.403 6.066 4.179
H -4.206 4.957 3.640
H -3.742 6.599 4.133
C 0.081 2.179 3.955
C 1.515 1.700 3.860
O 2.253 2.917 4.053
C 1.475 3.783 4.726
O 1.846 4.820 5.181
O 0.200 3.329 4.815
H -0.596 1.442 4.378
H -0.310 2.507 2.990
H 1.784 0.999 4.646
H 1.749 1.255 2.898
C 3.644 -1.241 1.290
C 2.481 -2.180 1.086
O 2.473 -2.937 2.305
C 3.080 -2.191 3.257
O 3.082 -2.463 4.420
O 3.673 -1.102 2.721
H 3.501 -0.276 0.809
H 4.591 -1.666 0.955
H 1.528 -1.652 0.996
H 2.607 -2.829 0.226
C 0.355 -5.881 -0.623
C 0.918 -6.718 -1.747
O 1.922 -5.866 -2.300
C 2.305 -4.992 -1.334
O 3.238 -4.263 -1.427
O 1.484 -5.066 -0.260
H 0.023 -6.472 0.224
H -0.454 -5.236 -0.944
H 1.395 -7.635 -1.389
H 0.175 -6.973 -2.498
C -5.114 0.676 -0.541
C -5.772 0.000 0.638
O -5.196 0.689 1.753
C -4.779 1.904 1.320
O -4.397 2.774 2.037
O -4.845 1.991 -0.023
H -5.754 0.713 -1.429
H -4.168 0.206 -0.806
H -6.855 0.145 0.653
H -5.553 -1.064 0.694
C 1.635 -2.584 6.640
C 1.114 -3.730 5.802
O 0.484 -3.053 4.712
C 1.053 -1.828 4.601
O 0.884 -1.082 3.692
O 1.850 -1.566 5.664
H 2.560 -2.820 7.159
H 0.900 -2.228 7.365
H 1.915 -4.359 5.410
H 0.398 -4.354 6.333
C -2.708 -9.147 -3.478
C -3.492 -9.618 -2.274
O -2.967 -8.798 -1.226
C -2.457 -7.676 -1.787
O -2.093 -6.722 -1.180
O -2.412 -7.789 -3.138
H -3.275 -9.197 -4.404
H -1.770 -9.690 -3.605
H -4.563 -9.425 -2.369
H -3.341 -10.671 -2.052
C -8.467 -2.518 -4.150
C -7.091 -3.130 -4.009
O -6.256 -1.978 -3.853
C -7.025 -0.975 -3.376
O -6.591 0.059 -2.971
O -8.336 -1.303 -3.404
H -9.255 -3.140 -3.735
H -8.714 -2.272 -5.184
H -6.998 -3.755 -3.119
H -6.790 -3.707 -4.880
```

| no. | lowest unoccupied orbital energy (eV) |
| --- | --- |
| 1 | -3.813 |
| 2 | 0.705 |